Record 1
Entry from the Open Molecules 2025 dataset: C33H57BrN2O2SiTb as an isolated structure (ωB97M-V with the def2-TZVPD basis set).

CARTESIAN COORDINATES (ANGSTROEM)
O -1.19 0.55 1.18
O -1.18 2.99 -2.74
C -2.69 0.67 1.33
C -3.09 0.67 2.78
H -3.09 -0.19 0.78
H -2.99 1.58 0.79
H -2.69 -0.20 3.32
H -4.17 0.63 2.90
H -2.72 1.58 3.27
C -0.47 1.61 1.92
C -0.89 2.99 1.49
H 0.61 1.43 1.76
H -0.67 1.47 3.00
H -0.73 3.12 0.42
H -0.32 3.76 2.02
H -1.94 3.19 1.69
C -0.06 3.38 -3.55
C -2.23 3.96 -2.64
C 1.08 3.98 -2.74
H -0.37 4.13 -4.31
H 0.27 2.47 -4.07
H 0.78 4.90 -2.22
H 1.90 4.27 -3.41
H 1.49 3.27 -2.02
C -1.76 5.35 -2.23
H -2.95 3.55 -1.92
H -2.72 4.01 -3.63
H -1.17 5.33 -1.31
H -2.62 5.99 -2.07
H -1.17 5.82 -3.03
H -1.68 1.20 -2.31
N 0.96 -2.04 3.07
C 1.91 -2.99 3.21
C 2.58 -3.58 2.12
C 2.76 -3.02 0.85
C 2.31 -3.46 4.58
H 1.45 -3.70 5.22
H 2.92 -2.69 5.09
H 2.93 -4.36 4.51
C 3.91 -3.53 0.03
H 4.50 -2.73 -0.42
H 3.57 -4.20 -0.78
H 4.58 -4.11 0.67
N 1.94 -2.10 0.34
C 0.51 -1.32 4.23
C -0.74 -1.63 4.81
C -1.57 -2.77 4.29
C -1.20 -0.86 5.88
H -2.15 -1.11 6.34
C -0.43 0.20 6.39
H -0.81 0.81 7.21
C 0.83 0.45 5.85
H 1.47 1.22 6.27
C 1.32 -0.30 4.78
C 2.70 -0.03 4.25
C 2.17 -1.47 -0.93
C 1.72 -2.11 -2.09
C 0.94 -3.39 -2.00
C 2.03 -1.54 -3.33
H 1.73 -2.07 -4.23
C 2.73 -0.34 -3.41
H 2.94 0.10 -4.38
C 3.14 0.31 -2.24
H 3.69 1.25 -2.29
C 2.89 -0.26 -0.99
C 3.34 0.42 0.27
Tb -0.11 -1.44 1.08
H -2.46 -2.43 3.76
H -1.91 -3.39 5.14
H -1.02 -3.44 3.62
H 2.84 -0.34 3.21
H 3.46 -0.55 4.85
H 2.91 1.04 4.30
H 0.53 -3.63 -2.99
H 0.09 -3.31 -1.31
H 1.56 -4.24 -1.69
H 3.77 -0.28 0.99
H 2.51 0.97 0.75
H 4.12 1.16 0.04
H 3.16 -4.48 2.33
C -1.37 0.21 -2.76
Si -2.41 -0.13 -4.30
H -0.30 0.32 -2.95
H -1.49 -0.58 -2.00
C -4.17 0.34 -3.80
C -2.46 -1.90 -4.98
C -2.07 0.85 -5.89
H -2.89 0.61 -6.60
H -1.13 0.56 -6.38
H -2.08 1.94 -5.73
H -4.56 -0.39 -3.07
H -4.83 0.34 -4.68
H -4.18 1.34 -3.35
H -2.48 -2.66 -4.19
H -1.61 -2.10 -5.65
H -3.38 -2.01 -5.58
Br -2.17 -2.85 0.15

Values from the calculation:
LUMO energy (spin up / spin down) = -0.101 / -0.091 hartree
2S+1 = 7
Molar mass = 780.746 Da
HOMO energy (spin up / spin down) = -10.94 / -10.96 eV
Maximum force = 0.03003 hartree/bohr
Electronic energy = -5239.52305 Eh
⟨S²⟩ = 12.709
Total charge = +1

These are the Löwdin partial charges, in e, on atoms 1 to 4: -0.413, -0.251, -0.192, -0.045

Record 2
Entry from the Open Molecules 2025 dataset: a 3-piece molecular cluster, C33H57ClN4O11S2 overall (ωB97M-V with the def2-TZVPD basis set).

CARTESIAN COORDINATES (ANGSTROEM)
C 1.60 3.16 2.64
C 1.56 3.87 1.26
C 0.10 4.11 0.83
C 2.28 2.97 0.23
C 2.63 3.66 -1.10
C 4.06 3.33 -1.54
C 1.62 3.43 -2.21
O 1.53 2.06 -2.62
C 0.54 1.32 -2.08
O 1.15 0.18 -1.37
S 0.11 -0.52 -0.41
O -0.35 0.40 0.58
O 0.73 -1.74 0.02
C -1.26 -0.93 -1.50
C -2.43 -1.40 -0.62
C -2.19 -2.74 0.11
C -2.36 -2.66 1.64
C -1.11 -3.12 2.42
S -0.76 -2.04 3.79
O 0.37 -1.22 3.50
O -1.95 -1.45 4.29
Cl -0.15 -3.40 5.22
C -1.67 0.15 -2.58
C -2.41 -0.67 -3.67
C -3.26 0.04 -4.74
C -4.66 0.51 -4.35
C -5.57 -0.54 -3.68
N -5.93 -0.18 -2.32
C -5.83 -0.97 -1.22
C -6.26 -0.28 -0.13
C -6.67 0.99 -0.59
C -6.47 1.02 -1.93
C -2.52 1.24 -1.86
C -2.43 2.69 -2.30
O -2.87 2.85 -3.66
C -3.09 4.12 -4.06
O -3.45 4.38 -5.16
C -0.34 0.64 -3.14
O -0.47 1.48 -4.31
C 0.19 1.07 -5.34
N 0.78 0.71 -6.27
H 2.10 2.20 2.56
H 2.15 3.74 3.38
H 0.60 2.95 3.02
H 2.10 4.81 1.31
H -0.28 3.28 0.23
H 0.01 5.02 0.23
H -0.56 4.22 1.69
H 1.67 2.07 0.10
H 3.22 2.65 0.69
H 2.59 4.74 -0.91
H 4.19 3.45 -2.62
H 4.75 4.01 -1.06
H 4.33 2.32 -1.24
H 0.65 3.83 -1.93
H 1.94 3.98 -3.10
H -0.03 1.86 -1.33
H -0.89 -1.79 -2.08
H -3.33 -1.48 -1.22
H -2.61 -0.63 0.13
H -2.93 -3.45 -0.27
H -1.22 -3.16 -0.15
H -2.63 -1.66 1.95
H -3.20 -3.29 1.94
H -0.23 -3.11 1.79
H -1.25 -4.13 2.81
H -1.63 -1.20 -4.21
H -3.03 -1.45 -3.21
H -2.71 0.87 -5.18
H -3.39 -0.68 -5.55
H -4.63 1.40 -3.72
H -5.15 0.82 -5.27
H -5.14 -1.54 -3.66
H -6.49 -0.61 -4.26
H -5.44 -1.97 -1.26
H -6.28 -0.64 0.88
H -7.08 1.81 -0.01
H -6.65 1.80 -2.65
H -2.20 1.26 -0.81
H -3.56 0.92 -1.83
H -1.44 3.11 -2.19
H -3.09 3.27 -1.66
H -2.94 4.88 -3.28
H 0.21 -0.26 -3.44
C 1.94 -7.69 6.57
O 2.03 -8.89 6.66
N 2.98 -6.85 6.38
C 2.80 -5.42 6.28
C 4.31 -7.42 6.28
H 0.97 -7.16 6.63
H 3.17 -5.06 5.31
H 3.36 -4.91 7.07
H 1.75 -5.17 6.37
H 4.37 -8.12 5.45
H 4.56 -7.97 7.19
H 5.03 -6.62 6.14
C 6.38 2.35 1.57
O 6.27 3.10 0.62
N 6.60 1.02 1.47
C 6.71 0.17 2.64
C 6.72 0.43 0.15
H 6.30 2.69 2.61
H 7.69 -0.32 2.66
H 5.93 -0.60 2.62
H 6.59 0.77 3.54
H 7.55 0.89 -0.39
H 5.81 0.60 -0.43
H 6.89 -0.63 0.25

Values from the calculation:
LUMO energy = 0.007 hartree
2S+1 = 1
Molar mass = 785.423 Da
HOMO energy = -8.84 eV
Maximum force = 0.01745 hartree/bohr
Electronic energy = -3594.77714 Eh
Total charge = 0

These are the Löwdin partial charges, in e, on atoms 1 to 4: -0.057, -0.380, -0.062, -0.142

Record 3
Entry from the Open Molecules 2025 dataset: a 8-piece molecular cluster, C33H57F4IN7O5P overall (ωB97M-V with the def2-TZVPD basis set).

CARTESIAN COORDINATES (ANGSTROEM)
O 3.70 0.79 0.01
P 3.87 2.20 -0.28
O 4.17 2.42 -1.89
F 4.52 3.75 -2.11
O 2.50 2.97 0.02
C 1.37 2.35 -0.66
C 0.48 1.57 0.31
C -0.28 0.50 -0.52
I 0.90 -1.25 -0.91
O 4.93 2.98 0.65
C 6.30 2.59 0.52
O 6.50 1.50 -0.35
C 6.79 0.33 0.26
F 8.08 0.21 0.42
F 6.44 -0.63 -0.53
F 6.19 0.15 1.40
H 0.79 3.13 -1.17
H 1.69 1.67 -1.45
H -0.23 2.25 0.81
H 1.14 1.07 1.03
H -0.60 0.91 -1.47
H -1.12 0.18 0.08
H 6.70 2.44 1.52
H 6.83 3.44 0.08
C 2.25 2.86 5.22
C 3.02 3.32 3.98
C 2.27 4.38 3.18
C 0.98 3.85 2.70
N 0.01 3.41 2.32
H 1.31 2.38 4.95
H 2.84 2.12 5.78
H 2.04 3.70 5.88
H 3.22 2.45 3.35
H 3.98 3.73 4.29
H 2.86 4.69 2.31
H 2.08 5.27 3.79
C 2.48 8.07 8.91
C 1.35 7.23 8.34
C 1.85 6.07 7.47
C 2.62 6.57 6.32
N 3.21 6.96 5.43
H 3.07 8.55 8.12
H 2.09 8.87 9.54
H 3.16 7.47 9.52
H 0.69 7.87 7.75
H 0.75 6.83 9.16
H 1.00 5.49 7.10
H 2.48 5.40 8.06
C -1.01 -1.06 -5.03
C -2.31 -1.85 -4.95
C -3.46 -1.05 -4.33
C -3.12 -0.65 -2.96
N -2.85 -0.35 -1.90
H -0.65 -0.77 -4.03
H -0.23 -1.66 -5.49
H -1.14 -0.15 -5.62
H -2.14 -2.76 -4.36
H -2.60 -2.17 -5.95
H -4.37 -1.65 -4.31
H -3.66 -0.15 -4.92
C -4.53 1.12 0.70
C -5.60 1.05 1.78
C -6.26 -0.32 1.88
C -6.92 -0.67 0.61
N -7.44 -0.94 -0.36
H -4.95 0.94 -0.29
H -4.07 2.11 0.68
H -3.75 0.38 0.88
H -6.36 1.81 1.58
H -5.15 1.30 2.75
H -7.01 -0.33 2.68
H -5.52 -1.09 2.11
C 4.39 -3.13 5.14
C 4.69 -2.97 3.65
C 4.38 -1.56 3.13
C 2.95 -1.25 3.31
N 1.85 -1.01 3.44
H 3.33 -2.99 5.35
H 4.65 -4.14 5.47
H 4.96 -2.42 5.73
H 4.11 -3.71 3.09
H 5.74 -3.19 3.47
H 4.62 -1.49 2.07
H 4.97 -0.82 3.66
C -3.14 -4.12 -9.29
C -4.44 -4.91 -9.20
C -5.58 -4.10 -8.58
C -5.24 -3.69 -7.22
N -4.97 -3.38 -6.16
H -2.77 -3.84 -8.30
H -2.36 -4.73 -9.76
H -3.27 -3.22 -9.89
H -4.27 -5.81 -8.61
H -4.74 -5.23 -10.20
H -6.50 -4.70 -8.55
H -5.79 -3.21 -9.18
C -4.07 -5.78 -2.91
C -3.28 -7.04 -3.25
C -1.88 -6.74 -3.77
C -1.95 -5.94 -5.00
N -2.01 -5.32 -5.95
H -4.23 -5.16 -3.79
H -5.05 -6.03 -2.51
H -3.55 -5.18 -2.16
H -3.84 -7.62 -3.99
H -3.20 -7.66 -2.35
H -1.34 -7.67 -3.99
H -1.30 -6.19 -3.03

Values from the calculation:
LUMO energy = 0.018 hartree
2S+1 = 1
Molar mass = 865.733 Da
HOMO energy = -8.50 eV
Maximum force = 0.04779 hartree/bohr
Electronic energy = -3089.56079 Eh
Total charge = 0

These are the Löwdin partial charges, in e, on atoms 1 to 4: -0.214, 0.464, -0.085, -0.048

Record 4
Entry from the Open Molecules 2025 dataset: a 9-piece molecular cluster, C33H57N3O15 overall (ωB97M-V with the def2-TZVPD basis set).

CARTESIAN COORDINATES (ANGSTROEM)
C -25.35 4.04 0.70
C -24.23 5.02 0.89
O -24.34 5.78 1.82
N -23.31 5.05 0.01
C -22.19 5.97 -0.09
H -25.45 3.47 1.63
H -25.03 3.44 -0.15
H -26.19 4.54 0.21
H -23.24 4.22 -0.57
H -22.48 6.99 0.13
H -21.93 6.30 -1.09
H -21.24 5.66 0.36
C -19.70 9.20 -0.40
C -19.97 9.97 -1.65
O -21.03 9.80 -2.25
N -19.11 10.95 -1.93
C -19.36 11.98 -3.02
H -19.65 9.95 0.39
H -18.87 8.50 -0.38
H -20.59 8.57 -0.31
H -18.27 11.03 -1.37
H -20.03 11.54 -3.76
H -18.50 12.34 -3.59
H -19.86 12.84 -2.58
C -20.86 2.33 -1.24
C -22.36 2.00 -1.18
O -23.26 2.69 -1.63
N -22.60 0.87 -0.48
C -23.92 0.35 -0.15
H -20.16 1.61 -0.81
H -20.71 3.23 -0.65
H -20.55 2.66 -2.23
H -21.77 0.33 -0.26
H -24.75 0.93 -0.53
H -23.92 0.50 0.93
H -24.16 -0.71 -0.29
O -17.82 6.41 -0.99
C -18.33 6.03 -2.04
O -19.19 4.99 -2.08
C -19.82 4.92 -3.34
C -19.79 6.36 -3.80
C -18.46 6.77 -3.36
H -20.86 4.67 -3.15
H -19.29 4.24 -3.99
H -20.60 6.87 -3.27
H -19.98 6.62 -4.84
H -18.17 7.82 -3.31
H -17.69 6.38 -4.02
O -16.42 3.95 4.11
C -16.78 5.05 3.73
O -17.84 5.26 3.02
C -18.07 6.58 2.58
C -17.00 7.34 3.07
C -16.39 6.44 4.18
H -19.04 6.99 2.84
H -18.02 6.62 1.49
H -17.48 8.23 3.49
H -16.32 7.70 2.30
H -16.77 6.63 5.18
H -15.30 6.39 4.25
O -16.07 0.53 0.10
C -15.79 1.68 -0.04
O -14.97 2.27 0.78
C -14.90 3.63 0.59
C -15.59 3.89 -0.82
C -16.27 2.56 -1.20
H -13.86 3.94 0.41
H -15.41 4.15 1.40
H -14.82 3.97 -1.59
H -16.14 4.82 -0.99
H -15.80 2.25 -2.13
H -17.35 2.59 -1.34
O -23.89 7.16 -7.73
C -23.28 8.16 -7.37
O -22.55 8.21 -6.20
C -21.84 9.38 -6.07
C -21.94 10.04 -7.44
C -23.22 9.46 -8.12
H -20.79 9.23 -5.79
H -22.26 9.97 -5.25
H -21.01 9.81 -7.95
H -21.93 11.13 -7.37
H -23.12 9.36 -9.20
H -23.93 10.21 -7.76
O -15.07 5.05 -4.22
C -15.12 4.04 -4.89
O -14.39 2.99 -4.45
C -14.56 1.87 -5.31
C -15.32 2.42 -6.51
C -15.98 3.67 -5.99
H -14.90 1.09 -4.62
H -13.61 1.44 -5.63
H -16.02 1.64 -6.82
H -14.69 2.78 -7.33
H -16.92 3.32 -5.58
H -15.99 4.61 -6.55
O -21.28 2.19 -4.49
C -20.83 1.30 -5.26
O -19.64 1.54 -5.87
C -19.06 0.31 -6.32
C -20.11 -0.79 -6.20
C -21.37 -0.11 -5.52
H -18.21 -0.04 -5.74
H -18.67 0.38 -7.33
H -19.67 -1.61 -5.64
H -20.42 -1.25 -7.14
H -21.65 -0.63 -4.60
H -22.36 -0.05 -5.97

Values from the calculation:
LUMO energy = 0.005 hartree
2S+1 = 1
Molar mass = 735.825 Da
HOMO energy = -8.42 eV
Maximum force = 0.10940 hartree/bohr
Electronic energy = -2584.44989 Eh
Total charge = 0

These are the Löwdin partial charges, in e, on atoms 1 to 4: 0.010, -0.647, 0.039, 0.049